Record 1
Here is a molecular structure, C4H12NO3 in a non-equilibrium geometry from the Open Molecules 2025 dataset. Energies are from the ωB97M-V functional and the def2-TZVPD basis.

XYZ file:
```
20
Properties=species:S:1:pos:R:3:forces:R:3:mulliken_charge:R:1
C 2.3909 0.3480 0.2497 -1.2 -3.0 3.4 -0.7697
O 3.4422 -0.8665 -0.5522 -0.7 -0.1 1.7 -0.5867
C 0.9908 -0.1950 0.0397 -0.6 1.1 -0.5 0.6682
C -0.0036 0.8928 0.4782 -0.3 -0.7 -0.2 -0.9638
C -1.3923 0.2740 0.7735 -0.2 -0.1 0.9 -0.5101
O -1.7185 -0.7577 -0.0501 -0.1 0.4 -0.1 -0.8976
N 0.8001 -0.4188 -1.3921 1.1 -0.2 0.0 -0.8678
H 2.5411 1.4297 0.2047 0.5 -0.2 -1.3 0.3705
H 2.7563 0.0318 1.2213 -0.2 0.4 0.2 0.3146
H 3.2240 0.0338 -0.7516 1.6 2.3 -3.8 0.2671
H 0.8712 -1.0944 0.6500 0.0 0.0 0.0 0.2779
H -0.1399 1.5163 -0.4093 0.4 0.4 0.3 0.3924
H 0.3974 1.4129 1.3574 -0.2 0.4 -0.1 0.3074
H -2.1603 1.0813 0.7745 0.3 0.2 -0.2 0.3095
H -1.3946 0.0028 1.8660 0.2 -0.3 -0.1 0.1444
H -0.0809 -0.8693 -1.5964 -0.4 0.1 0.5 0.3309
H 1.5540 -1.0568 -1.6133 -0.1 -0.2 -0.5 0.2295
H -3.1711 -0.3809 -0.3228 -0.2 -1.5 -0.1 0.5123
H -4.7107 -1.0895 -0.5164 0.7 -0.5 0.0 0.2292
O -4.1961 -0.2945 -0.4109 -0.6 1.5 -0.1 -0.7584
```
Forces are in eV/Å.

The value obtained for the LUMO energy is 3.5510 eV. Its total charge is -1. The value obtained for the HOMO energy is -3.545 eV. For the total energy, the calculation gives -439.96900 hartree. The value obtained for the HOMO-LUMO gap is 0.2608 hartree. The value obtained for the energy relative to the best compared isomer or geometry (same formula, charge and spin) is 365.32 kJ/mol.

Record 2
Here is a molecular structure, C4H12NO3 in a non-equilibrium geometry from the Open Molecules 2025 dataset. Energies are from the ωB97M-V functional and the def2-TZVPD basis.

XYZ file:
```
20
Properties=species:S:1:pos:R:3:forces:R:3:mulliken_charge:R:1
C -0.9583 1.8413 -0.0159 -0.6 -0.6 2.0 -3.0328
N 0.0157 0.9957 -0.6411 -0.1 -0.3 -2.8 1.9459
C 0.0122 -0.3940 -0.2618 3.6 -2.6 0.6 -0.9681
C 0.3024 -0.7485 1.2788 0.9 4.3 0.6 -0.4821
O 0.1539 -2.0058 1.5536 1.5 -4.1 1.6 -0.6939
C -1.1951 -1.2301 -0.5071 -1.8 -2.2 1.8 -0.5113
O -1.0475 -2.6323 -0.2552 0.6 -0.2 -1.2 -0.7683
H -1.8206 1.1767 0.3410 1.0 1.3 0.3 0.3548
H -0.4133 2.4578 0.7556 -1.1 -0.5 -0.3 0.3419
H -1.4074 2.4873 -0.7383 -0.1 0.7 -0.5 0.9772
H -0.2639 1.0390 -1.6592 0.9 -0.4 1.2 0.1642
H 0.9513 -0.9800 -0.8898 -2.4 1.6 1.6 -0.0582
H 1.2884 -0.3044 1.7058 -0.6 -0.3 -1.2 0.3371
H -0.4192 -0.2680 1.9800 -0.3 1.2 -0.8 0.1807
H -0.2654 -2.5723 0.6550 -0.9 0.4 -0.2 0.3682
H -2.0131 -0.9485 0.2230 0.4 0.6 -0.8 0.1402
H -1.5428 -1.2550 -1.4908 -0.8 1.1 -2.0 0.4662
H 2.3252 3.8670 -0.2870 -0.9 -0.5 0.3 0.8126
H 1.8720 2.4381 -1.1627 0.9 2.5 1.4 0.1987
O 2.4726 3.2732 -1.0370 -0.1 -1.9 -1.6 -1.7732
```
Forces are in eV/Å.

The value obtained for the LUMO energy (alpha / beta) is 6.5204 / 6.5140 eV. Its total charge is -2. As for the expectation value of S²: 0.7505. Its multiplicity is 2. The value obtained for the HOMO energy (alpha / beta) is 3.750 / -0.648 eV. For the total energy, the calculation gives -439.86283 hartree. The value obtained for the HOMO-LUMO gap (alpha / beta) is 0.1018 / 0.2632 hartree. The value obtained for the energy relative to the best compared isomer or geometry (same formula, charge and spin) is 69.55 kJ/mol.

Record 3
Here is 2 unconnected molecules or ions with the total composition C4H12NO3 in a non-equilibrium geometry from the Open Molecules 2025 dataset. Energies are from the ωB97M-V functional and the def2-TZVPD basis.

XYZ file:
```
20
Properties=species:S:1:pos:R:3:forces:R:3:mulliken_charge:R:1
C 1.6209 -0.5198 -1.3560 0.2 -3.7 0.6 -1.4726
C 0.3439 -0.4913 -0.4680 0.7 0.7 -0.9 0.3633
C -0.8707 -0.9056 -1.2536 -0.1 -0.9 -0.7 -0.7249
C -2.1715 -0.9886 -0.4915 -0.4 0.2 -0.6 0.3675
O -2.0814 -0.6684 0.8192 0.0 0.3 0.3 -0.4369
O -3.1914 -1.2196 -1.0616 -0.4 -0.2 0.3 -0.4903
N 0.2605 0.9667 0.0300 -1.0 0.3 1.7 -0.2844
H 1.6322 -1.4569 -2.0977 -0.1 1.9 1.9 0.3398
H 1.6940 0.3033 -2.0120 0.1 1.2 -0.6 0.5226
H 2.4864 -0.6112 -0.6526 -0.4 0.2 -1.0 0.3727
H 0.4344 -1.0285 0.4731 0.1 -0.5 -0.4 0.3413
H -1.1036 -0.3251 -2.1749 0.4 0.2 0.7 0.3564
H -0.6472 -1.9020 -1.7257 -0.3 0.7 0.8 0.3721
H -2.9777 -0.5844 1.2122 0.4 -0.3 -0.4 0.3592
H 0.4862 1.0478 1.0752 0.3 -0.1 -1.5 0.2681
H 0.9048 1.5135 -0.5280 0.2 0.4 0.2 0.3898
H -0.6802 1.4062 -0.0323 0.5 -0.6 -0.2 0.3664
H 0.5224 1.9215 3.4837 0.0 -0.2 0.1 0.3306
H 2.0056 2.0424 3.5932 0.3 -0.2 -0.1 0.3306
O 1.3323 1.5000 3.1674 -0.5 0.3 -0.2 -0.6713
```
Forces are in eV/Å.

The value obtained for the LUMO energy is -3.4146 eV. Its total charge is +1. The value obtained for the HOMO energy is -14.300 eV. For the total energy, the calculation gives -439.85250 hartree. The value obtained for the HOMO-LUMO gap is 0.4000 hartree. The value obtained for the energy relative to the best compared isomer or geometry (same formula, charge and spin) is 57.85 kJ/mol.